No. 1
Formula: C4H14O2
Source: OMol25
Level of theory: ωB97M-V/def2-TZVPD

Values from the calculation:
- SMILES = CCCC.O.O
- E (eV) = -8469.59205
- energy above the lowest of the compared OMol25 structures with the same formula, charge and spin (eV) = 0.7674
- frontier orbital gap (eV) = 11.31

The geometry in XYZ format:
```
20
Properties=species:S:1:pos:R:3:lowdin_charge:R:1
O -0.860 2.408 -0.458 -0.05
O -1.014 1.494 2.916 -0.06
C 0.129 -1.210 -1.089 -0.28
C 0.572 -0.574 0.241 -0.29
C 0.300 -0.260 -2.272 -0.11
C 0.663 -1.629 1.338 -0.12
H -0.956 -1.344 -0.925 0.11
H 1.568 -0.122 0.154 0.11
H -0.927 2.833 -1.315 0.04
H 0.887 -1.171 2.302 0.07
H -0.200 0.158 0.474 0.07
H 1.329 -2.465 1.085 0.07
H 0.497 -2.213 -1.257 0.10
H -0.270 -2.197 1.378 0.07
H 0.257 -0.910 -3.166 0.07
H -1.136 3.062 0.185 0.03
H -1.453 2.333 2.745 0.03
H -0.430 0.534 -2.352 0.06
H 1.355 0.010 -2.272 0.07
H -0.311 1.262 2.288 0.02
```



No. 2
Formula: C5H8O2
Source: OMol25
Level of theory: ωB97M-V/def2-TZVPD

Values from the calculation:
- SMILES = C/C=C(/O)C(C)=O
- E (eV) = -9407.58879
- energy above the lowest of the compared OMol25 structures with the same formula, charge and spin (eV) = 2.2434
- frontier orbital gap (eV) = 8.92

The geometry in XYZ format:
```
15
Properties=species:S:1:pos:R:3:lowdin_charge:R:1
O 1.477 2.052 -0.311 0.05
O 2.528 -0.597 -0.575 0.08
C -0.619 0.941 -0.024 -0.07
C 0.176 -1.566 -0.476 -0.01
C -1.553 0.284 0.942 -0.10
C 0.754 0.899 -0.063 -0.29
C 1.378 -0.389 -0.241 -0.32
H -1.060 -0.447 1.583 0.07
H -1.971 1.058 1.596 0.09
H 0.717 -2.223 -1.159 0.06
H 2.318 1.770 -0.724 0.11
H -0.765 -1.379 -0.997 0.07
H -2.394 -0.176 0.414 0.08
H -1.056 1.854 -0.441 0.12
H 0.068 -2.082 0.478 0.06
```



No. 3
Formula: C4H5N2O3S2
Source: OMol25
Level of theory: ωB97M-V/def2-TZVPD

Values from the calculation:
- E (eV) = -35022.26686
- energy above the lowest of the compared OMol25 structures with the same formula, charge and spin (eV) = 0.4994
- net charge = -1
- frontier orbital gap (eV) = 7.98

The geometry in XYZ format:
```
16
Properties=species:S:1:pos:R:3:lowdin_charge:R:1
S -0.081 2.669 -0.677 1.02
S -2.948 1.503 -0.437 0.44
O -1.867 1.289 0.914 -0.19
O -2.755 2.898 -0.820 -0.43
O -4.235 1.206 0.159 -0.36
N 1.453 0.644 -0.302 -0.01
N -2.490 0.498 -1.498 -0.20
C 1.410 1.769 -0.937 -0.46
C -0.654 1.287 0.348 -0.59
C 0.280 -0.967 1.134 -0.04
C 0.333 0.362 0.386 -0.42
H -2.656 1.049 -2.292 -0.04
H 0.050 -1.816 0.359 0.10
H -0.625 -1.000 1.734 0.06
H 1.339 -1.069 1.529 0.08
H 2.023 2.285 -1.626 0.03
```



No. 4
Formula: H80O40
Source: OMol25
Level of theory: ωB97M-V/def2-TZVPD

Values from the calculation:
- E (eV) = -83189.12650
- energy above the lowest of the compared OMol25 structures with the same formula, charge and spin (eV) = 16.6889
- frontier orbital gap (eV) = 9.28

The geometry in XYZ format:
```
120
Properties=species:S:1:pos:R:3:lowdin_charge:R:1
O -0.547 1.855 5.469 -0.07
O -2.225 -0.083 -6.096 -0.13
O 1.942 4.990 -2.948 -0.09
O -1.488 -4.814 -2.279 0.00
O 0.201 -3.792 -0.725 -0.07
O 3.770 1.193 -2.098 -0.10
O -2.755 -2.015 -4.594 -0.06
O 0.340 -4.188 2.362 -0.05
O 2.633 1.707 4.570 -0.05
O 2.809 4.030 2.472 -0.03
O -1.419 -0.004 -1.554 -0.10
O -0.014 3.130 3.539 -0.08
O 3.842 1.288 0.831 -0.11
O -2.097 4.665 3.925 -0.05
O 1.398 2.624 -3.607 -0.07
O -1.805 4.841 1.070 -0.07
O -3.182 2.116 -4.457 0.04
O 0.187 -0.028 -3.920 -0.10
O 3.749 -3.827 1.422 0.06
O -0.307 0.261 0.819 -0.03
O -3.067 -2.012 -2.024 -0.05
O -1.027 5.325 -2.010 -0.08
O 2.211 -1.331 5.524 -0.02
O 4.183 4.042 -0.176 -0.02
O -1.484 -5.516 0.526 -0.09
O 1.846 -0.875 -6.168 -0.10
O 1.061 -5.785 -2.697 -0.05
O -5.883 -0.244 2.349 -0.07
O 1.375 0.385 -1.231 -0.09
O -2.078 -2.206 2.906 -0.05
O -4.814 -0.424 -0.090 -0.20
O -3.202 -4.499 3.122 -0.03
O 1.406 3.047 0.417 -0.03
O -3.155 2.299 2.028 -0.08
O 5.460 -1.627 -1.131 -0.06
O 4.626 -2.504 3.893 -0.01
O -3.508 3.124 -0.877 -0.15
O -1.664 0.631 2.814 -0.10
O 3.515 -4.292 -1.912 0.00
O 2.428 -1.545 0.348 -0.04
H 4.539 4.987 -0.026 0.12
H -6.012 -0.655 3.219 0.07
H -2.788 1.410 -4.834 -0.07
H 0.386 2.682 2.786 0.03
H 2.767 1.132 -2.052 0.00
H -3.037 -2.506 -1.287 -0.01
H -5.400 -0.663 0.762 0.04
H 5.815 -1.213 -0.275 0.08
H -0.646 1.861 6.378 0.00
H 3.933 0.645 -2.895 0.05
H -3.047 4.598 4.004 0.05
H -4.598 0.636 -0.030 0.10
H 0.696 -4.414 -0.089 0.08
H -3.031 -1.976 2.901 0.07
H -2.150 5.020 3.006 0.01
H 0.454 0.480 -0.894 0.01
H -1.072 0.708 1.060 -0.02
H -0.466 -0.556 0.361 0.04
H -0.451 -0.362 -3.311 -0.03
H -1.129 0.996 -1.779 0.14
H 2.917 -3.722 -1.433 0.02
H -2.856 3.944 -0.551 0.10
H -3.731 -1.855 -4.574 0.08
H 1.848 -0.383 5.644 0.08
H 1.743 4.442 -3.706 -0.01
H -1.254 -5.853 -0.448 0.11
H 1.960 -5.800 -2.338 0.03
H -2.509 -1.806 -3.714 -0.03
H 2.301 1.127 5.204 -0.05
H -4.072 -1.953 -2.357 0.15
H 4.757 -1.627 3.813 -0.02
H 3.979 -2.760 4.625 0.09
H 3.907 -4.723 -1.197 0.01
H 1.586 2.252 0.729 -0.09
H 1.033 -5.715 -3.646 0.05
H -0.327 3.989 3.217 0.05
H -2.243 -0.053 -2.043 0.02
H -2.333 1.976 1.739 -0.03
H -1.840 5.833 1.290 0.12
H -3.148 -0.309 -5.961 0.01
H -1.093 2.620 5.061 0.08
H -0.247 5.970 -1.891 0.09
H 1.815 2.597 -4.503 0.09
H 1.326 -1.472 -6.700 0.02
H 0.997 1.767 -3.469 -0.01
H 2.548 -0.573 0.476 0.05
H 3.788 2.274 1.360 0.13
H 0.091 -3.327 2.657 0.00
H 3.972 -3.365 2.131 -0.07
H -1.813 -1.041 -5.947 0.10
H 0.673 2.797 -0.294 0.11
H 2.187 -1.490 4.656 -0.05
H 1.588 -0.559 -1.258 0.05
H -2.752 2.905 -4.516 -0.01
H -2.754 4.855 1.239 0.02
H 1.722 1.800 4.025 0.10
H 1.365 0.008 -5.922 0.08
H -1.428 1.276 3.481 0.02
H -1.489 5.725 -2.722 0.01
H -0.686 -3.871 -0.456 -0.02
H 1.575 -1.852 0.200 -0.04
H -0.046 -4.729 3.140 0.10
H -1.513 -0.294 3.137 0.06
H -3.047 2.727 -1.681 0.04
H -5.415 0.615 2.349 0.06
H 3.990 3.805 -0.995 -0.05
H -0.619 -4.748 -2.403 -0.07
H 2.707 3.174 2.761 -0.07
H -2.069 -2.686 3.715 0.02
H -4.012 -4.201 2.686 0.07
H 4.637 1.083 0.376 0.00
H -3.553 2.865 1.243 0.07
H -0.854 -5.979 1.026 -0.01
H -2.421 -4.807 2.774 -0.03
H 4.628 -1.963 -0.885 -0.05
H -2.285 -4.877 -2.756 0.05
H 3.066 -4.338 1.241 -0.05
H 1.474 4.399 -2.304 0.03
H 0.864 -0.852 -3.781 0.15
H 3.347 4.005 1.637 0.01
```



No. 5
Formula: C27H27FN4O2S
Source: OMol25
Level of theory: ωB97M-V/def2-TZVPD

Values from the calculation:
- SMILES = CCc1ccc([C@H](CNC(=O)c2ccc3c(=O)n(-c4ccccc4F)c(=S)[nH]c3c2)N(C)C)cc1
- E (eV) = -52047.41275
- frontier orbital gap (eV) = 8.33

The geometry in XYZ format:
```
62
Properties=species:S:1:pos:R:3:lowdin_charge:R:1
S 4.713 -2.189 -1.064 0.70
F 5.007 0.218 2.151 0.09
O -2.236 0.380 -2.732 0.09
O 4.186 2.573 0.007 0.13
N -4.337 1.545 1.362 -0.24
N -2.784 1.908 -1.152 0.09
N 2.507 -0.819 -1.305 0.09
N 4.336 0.372 -0.507 0.05
C -4.754 0.779 2.523 -0.09
C -1.207 -4.812 0.896 -0.09
C 5.705 0.392 -0.093 -0.22
C 0.061 2.531 -1.004 -0.01
C -4.525 0.754 0.146 -0.28
C 3.629 1.572 -0.377 -0.35
C 6.732 0.501 -1.015 -0.02
C 6.009 0.328 1.260 -0.21
C -0.468 1.323 -1.465 -0.12
C 2.214 1.486 -0.753 -0.05
C -1.903 1.145 -1.849 -0.46
C -1.474 -1.449 0.627 -0.03
C 0.343 0.206 -1.584 0.05
C 1.683 0.276 -1.219 -0.16
C 7.318 0.365 1.702 0.00
C -3.091 -2.664 -0.637 -0.02
C -3.613 -0.452 0.150 -0.21
C -5.031 2.819 1.342 -0.10
C -2.352 -0.386 0.729 -0.05
C -1.826 -2.598 -0.068 -0.25
C -0.881 -3.761 -0.167 -0.22
C -4.180 1.547 -1.135 -0.12
C 3.818 -0.815 -0.950 -0.78
C 8.045 0.534 -0.581 -0.07
C 8.336 0.467 0.771 -0.07
C 1.393 2.609 -0.659 0.01
C -3.974 -1.606 -0.531 -0.02
H -4.935 3.276 2.326 0.09
H -0.497 -1.377 1.085 0.12
H -4.350 0.903 -2.001 0.13
H -0.083 -0.713 -1.956 0.13
H -2.063 0.501 1.272 0.12
H -4.949 -1.673 -0.992 0.12
H -0.561 3.410 -0.944 0.11
H 6.494 0.550 -2.067 0.13
H -3.384 -3.550 -1.182 0.12
H -4.800 2.440 -1.234 0.11
H 1.834 3.529 -0.307 0.12
H 2.135 -1.698 -1.642 0.14
H 9.362 0.495 1.105 0.11
H 8.843 0.613 -1.303 0.10
H -4.241 -0.180 2.535 0.08
H -0.959 -4.217 -1.157 0.11
H -4.487 1.329 3.424 0.09
H -6.103 2.717 1.112 0.10
H 0.147 -3.419 -0.025 0.10
H -4.577 3.492 0.617 0.07
H -5.839 0.595 2.532 0.09
H -2.224 -5.177 0.770 0.07
H -2.458 2.370 -0.317 0.13
H -5.579 0.424 0.052 0.15
H -0.523 -5.654 0.822 0.07
H -1.120 -4.380 1.891 0.08
H 7.520 0.311 2.760 0.12
```



No. 6
Formula: C3H5NO3S
Source: OMol25
Level of theory: ωB97M-V/def2-TZVPD

Values from the calculation:
- E (eV) = -21655.12942
- energy above the lowest of the compared OMol25 structures with the same formula, charge and spin (eV) = 0.0988
- net charge = -2
- frontier orbital gap (eV) = 5.98

The geometry in XYZ format:
```
13
Properties=species:S:1:pos:R:3:lowdin_charge:R:1
S -3.315 0.209 -0.171 0.58
O -3.924 -0.928 0.637 -0.64
O 3.911 -0.904 0.505 -0.41
O -3.644 1.589 0.309 -0.64
N 2.801 -0.320 0.139 -0.34
C 2.801 0.929 -0.165 -0.26
C -0.793 -1.143 -0.259 -0.11
C -1.365 -0.037 0.238 -0.28
H 0.199 -1.431 -0.510 0.01
H -0.872 0.830 0.699 0.04
H -1.590 -1.739 -0.630 0.00
H 1.870 1.493 -0.383 0.00
H 3.922 1.453 -0.409 0.06
```



Look up the frontier orbital gap of the second one. 8.92 eV